{
  "formula": "C5H10NO2",
  "method": "ωB97M-V with the def2-TZVPD basis set",
  "spin_multiplicity": 1,
  "total_charge": 1,
  "de_lowest_kcal_mol": 32.3,
  "e_tot_ha": -401.4735,
  "e_lumo_ev": -3.737,
  "gap_ev": 10.2,
  "symbols": ["C", "C", "C", "C", "N", "C", "O", "O", "H", "H", "H", "H", "H", "H", "H", "H", "H", "H"],
  "coordinates": [[-1.21, -1.90, -2.34], [-0.06, -1.42, -1.88], [-0.10, -0.20, -1.00], [0.20, -0.35, 0.50], [-1.09, -0.31, 1.36], [0.90, 0.94, 0.94], [1.94, 1.15, 1.49], [0.04, 1.97, 0.67], [-1.43, -2.81, -2.87], [-2.12, -1.33, -2.20], [0.88, -1.94, -2.04], [-0.93, 0.46, -1.23], [0.72, 0.44, -1.36], [0.76, -1.26, 0.66], [-1.53, 0.58, 1.10], [-1.69, -1.09, 1.12], [-0.87, -0.34, 2.35], [0.42, 2.84, 0.73]]
}

---

{
  "formula": "C7H6O",
  "method": "ωB97M-V with the def2-TZVPD basis set",
  "spin_multiplicity": 1,
  "total_charge": 0,
  "de_lowest_kcal_mol": 136.3,
  "e_tot_ha": -345.3080,
  "e_lumo_ev": 0.623,
  "gap_ev": 10.6,
  "symbols": ["C", "C", "C", "O", "C", "C", "C", "C", "H", "H", "H", "H", "H", "H"],
  "coordinates": [[-0.72, -2.70, 0.79], [-0.20, -1.60, 0.56], [-0.04, -0.01, 0.54], [-0.52, 0.32, 1.84], [1.25, 0.28, 0.32], [2.38, 0.69, -0.11], [-0.94, 0.75, -0.45], [-0.65, 1.51, -1.56], [-0.84, -3.76, 0.69], [-0.05, -0.30, 2.37], [3.35, 0.81, -0.23], [-1.95, 0.95, -0.18], [-1.44, 1.67, -2.44], [0.36, 1.38, -2.14]]
}

---

{
  "formula": "C14H17MnN3S",
  "method": "ωB97M-V with the def2-TZVPD basis set",
  "spin_multiplicity": 6,
  "total_charge": 0,
  "de_lowest_kcal_mol": 0.0,
  "e_tot_ha": -2257.0226,
  "s2": 8.878,
  "e_lumo_ev": [0.181, -0.017],
  "gap_ev": [5.2, 8.6],
  "symbols": ["C", "C", "H", "H", "H", "H", "H", "H", "C", "C", "C", "C", "H", "H", "H", "H", "N", "C", "C", "N", "C", "C", "C", "H", "H", "C", "H", "H", "Mn", "C", "H", "H", "H", "S", "C", "N"],
  "coordinates": [[-0.59, 1.74, 1.06], [-0.11, -2.38, 2.25], [0.38, 2.14, 1.40], [-1.19, 1.43, 1.92], [-1.13, 2.48, 0.44], [-0.06, -3.01, 1.34], [0.41, -2.87, 3.07], [-1.14, -2.14, 2.52], [0.71, 2.86, -1.65], [0.99, 3.62, -2.79], [1.15, 2.98, -4.01], [1.05, 1.59, -4.06], [0.61, 3.31, -0.66], [1.08, 4.71, -2.70], [1.35, 3.54, -4.92], [1.19, 1.04, -4.98], [0.53, 1.53, -1.71], [0.73, 0.87, -2.90], [0.54, -0.57, -2.87], [0.15, -1.10, -1.67], [-0.08, -2.42, -1.52], [0.48, -2.79, -3.83], [0.13, -3.31, -2.58], [-0.45, -2.73, -0.55], [0.00, -4.37, -2.41], [0.68, -1.42, -3.98], [0.93, -0.98, -4.94], [0.59, -3.45, -4.68], [-0.28, 0.26, -0.20], [-2.25, -0.05, -0.21], [-2.46, -1.12, -0.33], [-2.64, 0.51, -1.07], [-2.66, 0.34, 0.73], [0.78, -0.79, 1.92], [0.42, 0.00, 3.41], [0.16, 0.57, 4.40]]
}

---

{
  "formula": "CBaF3NNaO4S3",
  "method": "ωB97M-V with the def2-TZVPD basis set",
  "spin_multiplicity": 1,
  "total_charge": -1,
  "e_tot_ha": -2075.7076,
  "e_lumo_ev": 1.569,
  "gap_ev": 5.5,
  "symbols": ["Na", "N", "S", "O", "C", "F", "F", "F", "Ba", "S", "O", "S", "O", "O"],
  "coordinates": [[-1.91, -0.45, 1.29], [0.25, -1.24, 0.88], [1.45, -0.37, 0.62], [1.33, 0.33, -0.75], [1.34, 1.19, 1.68], [2.40, 1.27, 2.48], [0.24, 1.13, 2.44], [1.28, 2.30, 0.95], [-0.43, -0.93, -1.56], [-2.91, -1.63, -2.68], [-1.29, -1.93, -2.81], [-2.77, 0.56, -2.35], [-1.86, 0.52, -0.99], [2.89, -0.75, 0.80]]
}

---

{
  "formula": "C26H78O13",
  "method": "ωB97M-V with the def2-TZVPD basis set",
  "spin_multiplicity": 1,
  "total_charge": 0,
  "de_lowest_kcal_mol": 124.5,
  "e_tot_ha": -2015.2693,
  "e_lumo_ev": -0.035,
  "gap_ev": 10.1,
  "symbols": ["C", "C", "C", "O", "H", "H", "H", "H", "H", "H", "H", "H", "C", "C", "C", "O", "H", "H", "H", "H", "H", "H", "H", "H", "C", "C", "C", "O", "H", "H", "H", "H", "H", "H", "H", "H", "C", "C", "C", "O", "H", "H", "H", "H", "H", "H", "H", "H", "C", "C", "C", "O", "H", "H", "H", "H", "H", "H", "H", "H", "C", "C", "C", "O", "H", "H", "H", "H", "H", "H", "H", "H", "C", "C", "O", "H", "H", "H", "H", "H", "H", "C", "O", "H", "H", "H", "H", "C", "O", "H", "H", "H", "H", "C", "O", "H", "H", "H", "H", "C", "O", "H", "H", "H", "H", "C", "O", "H", "H", "H", "H", "C", "O", "H", "H", "H", "H"],
  "coordinates": [[5.77, -1.50, -5.82], [5.62, -0.13, -5.07], [5.49, -0.44, -3.56], [6.84, 0.51, -5.25], [5.92, -1.48, -6.90], [4.84, -2.04, -5.64], [6.52, -2.13, -5.34], [4.86, 0.54, -5.49], [6.36, -0.93, -3.13], [4.62, -1.08, -3.38], [5.31, 0.47, -2.98], [6.88, 1.19, -4.57], [3.73, 7.85, -2.38], [3.86, 7.03, -3.61], [2.95, 7.42, -4.73], [5.18, 7.15, -4.14], [2.68, 7.86, -2.08], [4.04, 8.88, -2.56], [4.33, 7.46, -1.56], [3.64, 5.99, -3.37], [1.90, 7.25, -4.51], [3.16, 6.85, -5.63], [3.08, 8.48, -4.97], [5.73, 6.67, -3.51], [-2.44, 6.65, 4.23], [-1.16, 6.05, 4.89], [-1.31, 5.96, 6.45], [-0.96, 4.80, 4.29], [-3.40, 6.17, 4.44], [-2.25, 6.80, 3.17], [-2.57, 7.60, 4.74], [-0.41, 6.78, 4.59], [-1.71, 6.92, 6.79], [-0.37, 5.76, 6.97], [-2.01, 5.23, 6.87], [-0.21, 4.38, 4.72], [-0.29, 0.38, -0.05], [-0.44, 1.35, -1.27], [-1.46, 0.74, -2.25], [-0.93, 2.58, -0.76], [-0.19, -0.66, -0.35], [-1.16, 0.47, 0.60], [0.64, 0.57, 0.48], [0.48, 1.59, -1.81], [-1.13, -0.28, -2.45], [-1.61, 1.29, -3.19], [-2.44, 0.71, -1.77], [-0.85, 2.60, 0.19], [-5.79, -4.12, 1.43], [-6.34, -5.19, 2.36], [-7.05, -6.34, 1.53], [-5.23, -5.72, 3.04], [-5.00, -4.57, 0.83], [-5.42, -3.22, 1.92], [-6.58, -3.74, 0.78], [-7.00, -4.76, 3.11], [-6.58, -6.67, 0.60], [-8.12, -6.18, 1.35], [-7.15, -7.21, 2.18], [-4.62, -6.16, 2.44], [-0.02, -7.73, -4.30], [-0.73, -6.37, -4.02], [-2.24, -6.53, -3.92], [-0.28, -5.74, -2.85], [-0.02, -8.30, -3.37], [1.03, -7.71, -4.58], [-0.55, -8.29, -5.08], [-0.52, -5.66, -4.82], [-2.50, -7.42, -3.35], [-2.66, -6.70, -4.91], [-2.65, -5.63, -3.46], [0.67, -5.65, -2.95], [-4.79, -0.09, 7.66], [-3.93, -0.06, 6.52], [-4.34, 0.95, 5.66], [-4.29, -0.73, 8.38], [-5.74, -0.56, 7.41], [-4.92, 0.85, 8.19], [-3.87, -1.03, 6.03], [-2.92, 0.24, 6.79], [-3.57, 1.49, 5.49], [-4.10, -2.54, -8.92], [-5.28, -2.92, -9.58], [-4.27, -1.92, -8.04], [-3.69, -3.44, -8.45], [-3.46, -2.08, -9.66], [-5.90, -3.37, -9.00], [3.18, 1.29, 7.74], [2.60, 1.25, 6.46], [3.12, 0.29, 8.17], [4.19, 1.69, 7.62], [2.65, 1.96, 8.41], [2.60, 0.32, 6.23], [6.12, 3.02, 2.93], [7.02, 4.08, 2.62], [6.23, 2.76, 3.98], [5.11, 3.39, 2.77], [6.28, 2.13, 2.31], [6.78, 4.82, 3.19], [5.09, -5.56, -0.05], [4.90, -5.97, -1.41], [4.51, -4.66, 0.16], [4.70, -6.29, 0.64], [6.16, -5.51, 0.19], [5.58, -6.61, -1.62], [-5.67, 4.41, -3.55], [-4.57, 5.21, -3.17], [-6.48, 5.05, -3.89], [-5.41, 3.80, -4.42], [-5.99, 3.74, -2.76], [-4.01, 4.74, -2.54], [1.41, -4.28, 4.68], [2.43, -3.32, 4.79], [1.83, -5.13, 4.13], [1.08, -4.56, 5.68], [0.59, -3.82, 4.13], [3.30, -3.73, 4.81]]
}

---

{
  "formula": "C25H36N4O4S",
  "method": "ωB97M-V with the def2-TZVPD basis set",
  "spin_multiplicity": 1,
  "total_charge": 0,
  "de_lowest_kcal_mol": 537.6,
  "e_tot_ha": -1891.5966,
  "e_lumo_ev": -0.901,
  "gap_ev": 7.4,
  "symbols": ["C", "C", "C", "N", "C", "C", "C", "O", "C", "C", "C", "C", "C", "C", "H", "H", "S", "O", "O", "N", "C", "H", "C", "H", "C", "H", "C", "C", "H", "C", "H", "H", "H", "H", "H", "H", "H", "H", "H", "C", "O", "N", "C", "H", "H", "C", "N", "C", "C", "H", "H", "H", "H", "H", "C", "C", "H", "H", "H", "H", "H", "H", "H", "H", "H", "H", "H", "H", "H", "H"],
  "coordinates": [[-0.92, -6.72, -0.93], [-0.16, -5.76, -0.42], [-0.68, -4.92, 0.76], [-0.81, -3.61, 0.52], [-2.01, -3.19, 0.02], [-2.27, -1.79, -0.08], [-1.18, -0.91, 0.10], [-1.16, 0.43, -0.47], [0.11, -1.39, 0.27], [1.33, -0.65, 0.49], [2.44, -0.95, 0.89], [2.50, -2.41, 1.02], [1.53, -3.50, 0.90], [0.28, -2.71, 0.68], [1.61, -4.39, 1.09], [3.50, -2.93, 1.53], [3.97, -0.24, 1.12], [5.06, -0.98, 1.10], [3.84, 0.83, 2.18], [3.76, 0.94, -0.14], [4.01, 0.24, -1.61], [4.08, -0.72, -1.13], [5.27, 0.87, -2.23], [5.45, 0.07, -2.88], [6.49, 1.15, -1.62], [6.58, 0.26, -0.59], [6.53, 2.20, -0.78], [5.53, 2.76, 0.30], [5.65, 1.91, 1.29], [4.09, 2.26, -0.01], [3.80, 2.93, -1.06], [3.35, 2.61, 0.59], [5.58, 3.67, 0.70], [7.49, 2.44, -0.38], [6.33, 3.05, -1.56], [7.44, 1.05, -1.94], [5.06, 1.70, -2.96], [3.16, 0.35, -1.89], [1.18, 0.49, 0.31], [-3.73, -1.17, -0.40], [-4.44, -2.20, -0.33], [-3.90, 0.05, -0.61], [-5.15, 0.53, -1.08], [-5.79, -0.37, -1.35], [-5.05, 1.33, -2.01], [-5.43, 1.25, 0.12], [-4.56, 2.23, 0.60], [-5.05, 3.54, 0.54], [-5.25, 4.27, -1.05], [-6.13, 3.66, -1.46], [-4.28, 4.14, -1.47], [-5.56, 5.26, -1.01], [-5.98, 3.81, 0.88], [-4.43, 4.25, 1.14], [-3.82, 1.97, 1.91], [-2.47, 2.69, 1.97], [-2.53, 3.61, 1.57], [-2.04, 2.15, 1.00], [-1.98, 2.44, 2.72], [-4.33, 2.43, 2.96], [-3.82, 0.89, 1.82], [-5.70, 0.57, 1.01], [-6.50, 1.76, -0.19], [-3.12, 0.58, -0.63], [-2.87, -3.77, 0.14], [-1.81, -5.42, 1.04], [-0.21, -5.32, 1.72], [0.70, -5.29, -0.67], [-0.71, -7.31, -1.81], [-1.88, -6.99, -0.26]]
}

---

{
  "formula": "C32H46BBrClFMgN3O13SSi",
  "method": "ωB97M-V with the def2-TZVPD basis set",
  "spin_multiplicity": 1,
  "total_charge": -1,
  "de_lowest_kcal_mol": 50.3,
  "e_tot_ha": -6435.9354,
  "e_lumo_ev": -3.732,
  "gap_ev": 1.0,
  "symbols": ["C", "C", "C", "Si", "C", "S", "C", "Br", "C", "C", "H", "H", "H", "H", "H", "H", "H", "H", "H", "H", "H", "H", "H", "C", "C", "N", "H", "H", "H", "Mg", "F", "C", "C", "C", "C", "C", "C", "H", "H", "H", "H", "H", "C", "C", "C", "O", "C", "H", "H", "H", "H", "H", "H", "H", "H", "C", "C", "C", "C", "N", "H", "H", "H", "H", "H", "H", "H", "B", "O", "C", "O", "C", "O", "O", "O", "C", "O", "C", "O", "O", "C", "C", "N", "H", "H", "H", "C", "O", "C", "O", "O", "C", "H", "H", "H", "H", "H", "H", "Cl", "O", "H"],
  "coordinates": [[4.87, 0.57, 0.78], [3.71, 0.82, 0.45], [2.28, 1.38, 0.29], [2.21, 3.32, 0.13], [0.54, 3.82, 0.91], [2.05, 3.75, -1.99], [3.75, 4.09, 0.95], [3.29, 5.52, 2.30], [4.79, 4.77, -0.05], [5.38, 3.80, -1.16], [5.93, 0.41, 1.11], [1.72, 1.15, 1.26], [1.73, 0.86, -0.54], [0.62, 4.43, 1.85], [-0.11, 4.31, 0.11], [-0.02, 2.87, 1.20], [1.01, 2.93, -2.38], [4.33, 3.31, 1.54], [5.67, 5.10, 0.59], [4.35, 5.72, -0.46], [5.07, 2.72, -1.06], [5.05, 4.20, -2.17], [6.51, 3.82, -1.17], [-0.66, -0.52, 2.56], [-0.59, 0.88, 3.03], [-0.52, 1.98, 3.39], [-1.14, -1.14, 3.31], [-1.23, -0.57, 1.63], [0.35, -0.91, 2.38], [4.75, -2.00, -0.02], [-0.76, 2.25, -3.31], [-1.53, 3.00, -4.12], [-1.81, 2.54, -5.40], [-2.61, 3.31, -6.23], [-3.11, 4.53, -5.78], [-2.82, 4.98, -4.50], [-2.02, 4.20, -3.66], [-1.41, 1.59, -5.73], [-2.85, 2.96, -7.23], [-3.73, 5.13, -6.44], [-3.20, 5.93, -4.15], [-1.79, 4.53, -2.65], [1.03, -5.85, 2.73], [0.50, -5.61, 4.13], [1.01, -4.21, 4.42], [1.06, -3.52, 3.17], [0.90, -4.47, 2.11], [0.49, -6.62, 2.19], [2.08, -6.14, 2.78], [-0.59, -5.62, 4.13], [0.84, -6.34, 4.87], [2.02, -4.23, 4.84], [0.36, -3.66, 5.11], [-0.10, -4.33, 1.68], [1.64, -4.29, 1.33], [-5.27, 1.28, -3.47], [-6.61, 1.06, -4.17], [-6.59, -0.13, -5.13], [-5.57, 0.09, -6.20], [-4.78, 0.26, -7.02], [-4.48, 1.51, -4.18], [-5.34, 2.12, -2.77], [-4.98, 0.39, -2.90], [-6.88, 1.97, -4.71], [-7.38, 0.90, -3.42], [-7.57, -0.26, -5.60], [-6.35, -1.06, -4.60], [1.80, -0.50, 8.05], [2.92, -0.66, 7.10], [2.42, -1.01, 5.93], [3.08, -1.23, 4.94], [0.94, -1.12, 6.02], [0.20, -1.42, 5.13], [0.54, -0.81, 7.27], [1.94, -1.40, 9.20], [1.99, -0.64, 10.30], [2.10, -1.06, 11.41], [1.90, 0.78, 9.91], [1.92, 1.72, 10.66], [1.78, 0.87, 8.58], [6.55, 0.05, 8.42], [5.64, 0.20, 9.59], [4.94, 0.33, 10.49], [5.96, -0.14, 7.52], [7.14, 0.95, 8.29], [7.23, -0.79, 8.59], [-4.07, -6.87, -8.27], [-4.08, -5.67, -9.05], [-3.97, -4.54, -8.33], [-3.86, -4.48, -7.14], [-3.99, -3.51, -9.18], [-3.88, -2.23, -8.55], [-4.17, -7.71, -8.95], [-3.13, -6.96, -7.73], [-4.91, -6.88, -7.58], [-2.93, -2.14, -8.03], [-4.71, -2.06, -7.87], [-3.91, -1.47, -9.33], [-0.72, 0.53, 8.41], [-0.50, 0.25, -7.50], [0.39, 0.07, -7.21]]
}

---

{
  "formula": "C15H21I2NO5P2",
  "method": "ωB97M-V with the def2-TZVPD basis set",
  "spin_multiplicity": 1,
  "total_charge": 0,
  "e_tot_ha": -2293.0189,
  "e_lumo_ev": -0.353,
  "gap_ev": 8.9,
  "symbols": ["C", "C", "C", "C", "P", "P", "O", "O", "O", "C", "I", "C", "C", "C", "O", "C", "C", "C", "O", "I", "N", "C", "C", "C", "C", "H", "H", "H", "H", "H", "H", "H", "H", "H", "H", "H", "H", "H", "H", "H", "H", "H", "H", "H", "H", "H"],
  "coordinates": [[3.31, -3.15, 0.40], [3.24, -1.93, 0.42], [3.24, -0.39, 0.21], [1.87, 0.20, -0.42], [2.21, 2.05, -0.21], [0.59, 3.19, 0.67], [1.12, 4.60, 0.81], [0.18, 2.72, 2.25], [-0.80, 3.35, -0.31], [1.81, -0.20, -1.98], [0.53, 0.95, -3.33], [3.15, -0.23, -2.77], [4.25, 0.10, -3.21], [1.07, -1.64, -1.98], [0.40, -1.61, -0.72], [0.48, -0.44, 0.15], [0.45, -0.71, 1.72], [-0.18, -2.07, 2.18], [-0.16, -3.13, 1.64], [-1.20, -2.02, 4.15], [-0.74, 0.31, -0.22], [-1.84, -0.50, -0.77], [-3.21, 0.36, -0.76], [-3.75, 0.69, 0.69], [-4.03, -0.58, 1.62], [3.38, -4.26, 0.31], [3.27, 0.07, 1.26], [4.16, 0.03, -0.31], [2.29, 2.58, -1.56], [-0.80, 2.63, 2.33], [-0.55, 3.18, -1.24], [5.16, 0.45, -3.77], [0.42, -1.76, -2.90], [1.90, -2.42, -2.00], [-0.13, 0.11, 2.25], [1.49, -0.66, 2.21], [-1.08, 0.92, 0.52], [-2.09, -1.43, -0.15], [-1.72, -0.77, -1.87], [-3.12, 1.26, -1.45], [-3.98, -0.32, -1.25], [-3.07, 1.47, 1.15], [-4.76, 1.21, 0.54], [-3.92, -1.53, 1.03], [-3.32, -0.50, 2.50], [-5.07, -0.46, 2.07]]
}

---

Values for largest force on an atom, eV/A, ordered as above
2.14 11.93 2.54 15.53 3.14 18.74 3.00 5.08